Entry 1:
Formula: FSr3
Source: the Open Molecules 2025 dataset
Level of theory: the ωB97M-V functional and the def2-TZVPD basis

CARTESIAN COORDINATES (ANGSTROEM)
Sr  18.73  12.00  11.78
Sr  20.30  16.29  10.92
Sr  22.01  14.08  14.26
F  19.72  14.18  12.33

Calculated values
Spin multiplicity: 1
LUMO: -20.6 eV
Kohn-Sham gap: 13.22 eV
Charge: +5
HOMO level: -33.80 eV

---

Entry 2:
Formula: H10NiO13S2
Source: the Open Molecules 2025 dataset
Level of theory: the ωB97M-V functional and the def2-TZVPD basis

CARTESIAN COORDINATES (ANGSTROEM)
Ni  18.48  2.41  -1.08
S  17.77  -0.12  0.73
O  18.87  -0.19  1.66
O  16.56  -0.51  1.48
O  17.65  1.28  0.26
O  17.87  -1.12  -0.38
S  21.34  2.19  0.80
O  22.48  1.69  0.04
O  20.96  1.25  1.88
O  21.93  3.39  1.42
O  20.15  2.48  0.04
O  17.55  4.12  -0.22
H  18.07  4.84  0.13
H  16.65  4.45  -0.24
O  19.47  3.57  -2.52
H  20.42  3.46  -2.64
H  19.15  3.85  -3.37
O  19.47  0.66  -1.80
H  19.89  -0.12  -1.44
H  19.21  0.40  -2.69
O  18.01  3.06  2.47
H  17.98  2.40  1.78
H  18.21  3.88  2.01
O  16.93  2.12  -2.31
H  16.99  1.86  -3.23
H  16.06  1.85  -2.03

Calculated values
⟨S²⟩: 2.00
Spin multiplicity: 3
LUMO (alpha / beta): 3.3 / 3.3 eV
Kohn-Sham gap (alpha / beta): 2.79 / 2.78 eV
Charge: -2
HOMO level (alpha / beta): 0.50 / 0.50 eV

---

Entry 3:
Formula: H10O17S2V2
Source: the Open Molecules 2025 dataset
Level of theory: the ωB97M-V functional and the def2-TZVPD basis

CARTESIAN COORDINATES (ANGSTROEM)
O  0.69  -0.86  0.77
V  0.58  0.18  -0.45
O  1.92  1.14  -0.32
O  -1.37  -0.26  5.23
V  -1.60  -0.75  3.64
O  -0.35  -1.82  3.30
S  -1.41  1.89  1.66
O  -0.99  0.94  2.69
O  -1.04  3.27  1.98
O  -0.81  1.50  0.41
O  -2.87  1.78  1.48
S  -2.14  -0.67  -1.92
O  -0.87  -0.99  -1.30
O  -2.73  -1.92  -2.42
O  -3.07  -0.16  -0.92
O  -1.88  0.25  -3.01
O  4.12  3.11  -0.93
H  3.97  3.11  -1.87
H  3.58  2.40  -0.59
O  -2.38  -1.32  1.62
H  -2.25  -0.88  0.78
H  -3.03  -2.00  1.44
O  2.04  -1.50  -2.11
H  2.01  -0.83  -2.79
H  2.97  -1.69  -2.00
O  2.57  -3.18  1.10
H  2.34  -2.26  1.28
H  1.77  -3.66  1.28
O  0.29  1.61  -2.39
H  -0.57  1.29  -2.66
H  0.48  2.32  -2.99

Calculated values
Spin multiplicity: 1
LUMO: 2.9 eV
Kohn-Sham gap: 5.03 eV
Charge: -2
HOMO level: -2.15 eV

---

Entry 4:
Formula: H10O5
Source: the Open Molecules 2025 dataset
Level of theory: the ωB97M-V functional and the def2-TZVPD basis

CARTESIAN COORDINATES (ANGSTROEM)
O  -33.00  21.43  -31.38
H  -33.46  20.84  -31.98
H  -33.00  22.27  -31.83
O  -30.80  23.15  -34.68
H  -30.66  22.22  -34.51
H  -31.26  23.46  -33.90
O  -30.17  27.10  -29.16
H  -30.97  27.45  -28.76
H  -29.51  27.77  -29.02
O  -30.53  24.39  -31.68
H  -30.80  25.00  -31.00
H  -30.81  23.53  -31.35
O  -30.45  24.48  -27.37
H  -30.33  24.96  -28.19
H  -30.49  25.17  -26.70

Calculated values
⟨S²⟩: 0.75
Spin multiplicity: 2
LUMO (alpha / beta): 2.8 / 2.7 eV
Kohn-Sham gap (alpha / beta): 2.18 / 10.15 eV
Charge: -1
HOMO level (alpha / beta): 0.65 / -7.43 eV

---

Entry 5:
Formula: H10O5
Source: the Open Molecules 2025 dataset
Level of theory: the ωB97M-V functional and the def2-TZVPD basis

CARTESIAN COORDINATES (ANGSTROEM)
O  3.47  2.56  0.09
H  3.06  2.16  0.86
H  2.78  2.59  -0.57
O  -3.09  -1.37  -0.11
H  -3.93  -1.67  0.24
H  -2.68  -0.88  0.61
O  0.72  -3.05  0.81
H  -0.02  -2.88  1.39
H  0.98  -2.19  0.45
O  -1.10  1.57  -1.22
H  -2.03  1.52  -0.96
H  -0.68  2.08  -0.52
O  1.00  -0.34  -0.06
H  0.07  -0.18  -0.24
H  1.45  0.09  -0.79

Calculated values
Spin multiplicity: 1
LUMO: 0.0 eV
Kohn-Sham gap: 10.72 eV
Charge: 0
HOMO level: -10.77 eV
SMILES string: O.O.O.O.O

---

Entry 6:
Formula: H10O5
Source: the Open Molecules 2025 dataset
Level of theory: the ωB97M-V functional and the def2-TZVPD basis

CARTESIAN COORDINATES (ANGSTROEM)
O  -7.55  18.97  17.67
H  -7.12  18.33  17.07
H  -7.67  19.73  17.16
O  -8.80  15.51  17.37
H  -9.03  16.03  18.17
H  -8.73  16.08  16.60
O  -11.52  18.62  16.78
H  -11.38  19.25  16.11
H  -11.88  17.88  16.34
O  -10.01  17.05  19.11
H  -9.42  17.79  19.01
H  -10.88  17.33  18.90
O  -9.89  14.14  20.98
H  -10.39  14.81  20.54
H  -10.39  13.37  20.84

Calculated values
Spin multiplicity: 1
LUMO: 0.3 eV
Kohn-Sham gap: 10.76 eV
Charge: 0
HOMO level: -10.51 eV
SMILES string: O.O.O.O.O

---

Entry 7:
Formula: H10O5
Source: the Open Molecules 2025 dataset
Level of theory: the ωB97M-V functional and the def2-TZVPD basis

CARTESIAN COORDINATES (ANGSTROEM)
O  36.55  52.43  12.37
H  35.76  52.50  11.84
H  36.06  52.67  13.31
O  34.70  49.74  10.66
H  35.50  49.59  11.24
H  34.14  49.50  11.24
O  35.75  48.01  14.30
H  34.93  48.28  13.92
H  35.95  48.75  14.80
O  37.17  49.36  12.15
H  36.73  48.88  13.05
H  37.23  50.28  12.25
O  38.73  47.14  11.27
H  38.20  48.04  11.41
H  39.34  47.43  10.63

Calculated values
Spin multiplicity: 1
LUMO: -0.2 eV
Kohn-Sham gap: 10.20 eV
Charge: 0
HOMO level: -10.44 eV
SMILES string: O.O.O.O.O

---

Entry 8:
Formula: H10O5
Source: the Open Molecules 2025 dataset
Level of theory: the ωB97M-V functional and the def2-TZVPD basis

CARTESIAN COORDINATES (ANGSTROEM)
O  0.76  -2.56  -1.83
H  0.57  -1.99  -1.09
H  1.70  -2.70  -1.95
O  0.69  0.84  -1.19
H  -0.12  0.41  -1.45
H  1.39  0.17  -1.14
O  -1.80  1.43  0.84
H  -1.55  1.45  -0.10
H  -2.43  0.79  0.95
O  0.71  1.72  1.76
H  -0.22  1.83  1.51
H  1.28  1.97  1.03
O  -0.09  -1.38  0.67
H  -1.00  -1.50  1.05
H  0.12  -0.47  0.93

Calculated values
Spin multiplicity: 1
LUMO: 0.1 eV
Kohn-Sham gap: 11.12 eV
Charge: 0
HOMO level: -11.01 eV
SMILES string: O.O.O.O.O

---

Entry 9:
Formula: H10O5
Source: the Open Molecules 2025 dataset
Level of theory: the ωB97M-V functional and the def2-TZVPD basis

CARTESIAN COORDINATES (ANGSTROEM)
O  21.98  5.59  3.02
H  21.50  4.90  3.48
H  21.37  5.92  2.36
O  23.08  3.15  5.00
H  24.01  3.06  5.19
H  22.96  4.09  4.82
O  24.66  6.85  2.91
H  25.14  6.02  2.92
H  23.73  6.59  2.97
O  19.64  6.76  1.58
H  19.25  5.91  1.36
H  19.44  7.33  0.84
O  18.87  8.43  3.96
H  18.31  9.18  3.71
H  18.91  7.87  3.18

Calculated values
Spin multiplicity: 1
LUMO: 0.0 eV
Kohn-Sham gap: 10.89 eV
Charge: 0
HOMO level: -10.86 eV
SMILES string: O.O.O.O.O

---

Entry 10:
Formula: H10O5
Source: the Open Molecules 2025 dataset
Level of theory: the ωB97M-V functional and the def2-TZVPD basis

CARTESIAN COORDINATES (ANGSTROEM)
O  -0.84  -0.60  -3.06
H  -1.10  -1.42  -2.61
H  -1.63  -0.31  -3.52
O  2.97  -0.04  1.23
H  3.21  0.88  1.31
H  3.44  -0.49  1.94
O  -0.68  2.26  1.69
H  -0.58  1.84  0.83
H  -0.03  1.83  2.25
O  -2.07  -1.39  0.99
H  -1.47  -0.74  0.60
H  -2.17  -2.08  0.33
O  0.06  0.17  -0.38
H  -0.15  -0.13  -1.28
H  1.02  0.20  -0.33

Calculated values
Spin multiplicity: 1
LUMO: 0.3 eV
Kohn-Sham gap: 11.13 eV
Charge: 0
HOMO level: -10.85 eV
SMILES string: O.O.O.O.O

---

Entry 11:
Formula: H10O5
Source: the Open Molecules 2025 dataset
Level of theory: the ωB97M-V functional and the def2-TZVPD basis

CARTESIAN COORDINATES (ANGSTROEM)
O  2.54  -1.02  0.88
H  1.74  -1.03  0.35
H  2.42  -0.28  1.48
O  0.74  2.52  0.46
H  1.54  2.91  0.80
H  0.04  3.11  0.74
O  -2.71  0.04  -0.58
H  -3.53  0.53  -0.61
H  -2.98  -0.87  -0.43
O  0.04  -0.19  0.10
H  0.32  0.71  0.28
H  -0.92  -0.13  0.04
O  0.24  -2.16  -1.55
H  0.40  -2.81  -0.86
H  0.13  -1.33  -1.09

Calculated values
Spin multiplicity: 1
LUMO: 0.2 eV
Kohn-Sham gap: 10.70 eV
Charge: 0
HOMO level: -10.50 eV
SMILES string: O.O.O.O.O

---

Entry 12:
Formula: H10O5
Source: the Open Molecules 2025 dataset
Level of theory: the ωB97M-V functional and the def2-TZVPD basis

CARTESIAN COORDINATES (ANGSTROEM)
O  -0.56  -0.68  -2.99
H  -0.50  0.25  -3.20
H  -0.13  -0.73  -2.15
O  1.74  1.45  2.89
H  0.78  1.63  2.95
H  2.09  1.34  3.77
O  1.64  0.95  -1.04
H  1.42  0.98  -1.97
H  1.13  0.25  -0.60
O  -2.37  -1.38  -0.08
H  -2.58  -1.22  0.86
H  -2.58  -0.53  -0.54
O  0.25  -0.67  0.45
H  0.32  -0.61  1.40
H  -0.64  -1.02  0.25

Calculated values
Spin multiplicity: 1
LUMO: 0.1 eV
Kohn-Sham gap: 10.65 eV
Charge: 0
HOMO level: -10.55 eV
SMILES string: O.O.O.O.O

---

Entry 13:
Formula: H10O5
Source: the Open Molecules 2025 dataset
Level of theory: the ωB97M-V functional and the def2-TZVPD basis

CARTESIAN COORDINATES (ANGSTROEM)
H  0.08  -1.34  -0.47
H  -1.23  -2.05  -0.89
H  1.71  -0.70  0.43
H  2.05  -2.00  -0.32
H  2.46  1.12  1.49
H  1.09  1.26  0.72
H  -1.25  1.50  0.47
H  -0.57  0.49  1.25
H  -2.53  1.16  -1.81
H  -1.65  0.15  -0.95
O  -0.79  -1.23  -1.06
O  1.42  -1.63  0.28
O  2.00  0.92  0.67
O  -0.54  1.40  1.11
O  -2.26  0.96  -0.92

Calculated values
Spin multiplicity: 1
LUMO: 0.7 eV
Kohn-Sham gap: 11.81 eV
Charge: 0
HOMO level: -11.11 eV
SMILES string: O.O.O.O.O

---

Entry 14:
Formula: H10Si7
Source: the Open Molecules 2025 dataset
Level of theory: the ωB97M-V functional and the def2-TZVPD basis

CARTESIAN COORDINATES (ANGSTROEM)
Si  -2.02  1.39  0.88
Si  1.78  0.67  0.58
Si  -0.47  -0.17  -2.02
Si  -0.11  1.64  -0.65
Si  -2.92  -0.88  0.66
Si  1.52  -1.68  0.70
Si  -0.76  -1.57  -0.14
H  -1.55  1.40  2.32
H  -2.74  2.72  0.95
H  3.23  0.81  0.44
H  1.48  0.95  1.90
H  -1.27  0.08  -3.20
H  0.85  -0.64  -2.60
H  -0.38  2.93  -1.00
H  1.93  -2.28  2.16
H  2.27  -2.51  -0.27
H  -0.85  -2.87  -0.72

Calculated values
Spin multiplicity: 1
LUMO: -1.8 eV
Kohn-Sham gap: 6.33 eV
Charge: 0
HOMO level: -8.14 eV

---

Entry 15:
Formula: H11Na2O6
Source: the Open Molecules 2025 dataset
Level of theory: the ωB97M-V functional and the def2-TZVPD basis

CARTESIAN COORDINATES (ANGSTROEM)
Na  17.30  7.76  15.81
Na  15.22  8.22  18.58
O  15.02  8.61  16.16
H  14.65  9.48  16.33
O  13.97  9.05  13.59
H  14.61  8.61  13.01
H  14.27  8.84  14.49
O  17.06  10.34  15.43
H  16.35  9.68  15.45
H  16.64  11.13  15.08
O  10.90  10.79  14.84
H  11.76  10.38  14.91
H  10.70  11.09  15.74
O  14.52  5.60  15.95
H  14.36  6.57  15.93
H  14.41  5.35  16.87
O  12.11  8.52  16.57
H  12.01  8.85  17.48
H  13.05  8.66  16.35

Calculated values
Spin multiplicity: 1
LUMO: -5.5 eV
Kohn-Sham gap: 7.41 eV
Charge: +1
HOMO level: -12.90 eV

---

Entry 16:
Formula: H11NaO7
Source: the Open Molecules 2025 dataset
Level of theory: the ωB97M-V functional and the def2-TZVPD basis

CARTESIAN COORDINATES (ANGSTROEM)
Na  0.53  0.39  -0.23
O  0.88  -0.08  2.09
H  0.84  -1.04  2.17
O  -0.91  -1.46  -0.81
H  -1.33  -2.26  -0.49
O  2.17  1.06  -1.88
H  2.15  0.14  -2.17
O  1.47  -2.80  -0.52
H  1.31  -3.14  0.37
H  0.61  -2.31  -0.74
O  -0.31  2.67  0.36
H  -0.54  2.81  1.30
H  -0.49  3.48  -0.12
O  -0.90  1.36  2.99
H  -0.29  0.64  2.50
H  -0.29  1.63  3.68
O  -1.52  0.02  -2.93
H  -1.45  -0.49  -2.06
H  -1.94  -0.62  -3.52

Calculated values
Spin multiplicity: 1
LUMO: 4.5 eV
Kohn-Sham gap: 4.39 eV
Charge: -2
HOMO level: 0.15 eV

---

Entry 17:
Formula: H11O5
Source: the Open Molecules 2025 dataset
Level of theory: the ωB97M-V functional and the def2-TZVPD basis

CARTESIAN COORDINATES (ANGSTROEM)
O  -0.11  -0.53  0.10
H  0.65  -0.74  -0.45
H  -0.06  0.43  0.14
H  -0.88  -0.82  -0.40
O  0.21  0.11  2.58
H  0.99  0.19  2.03
H  0.36  0.71  3.31
O  -0.82  1.27  0.17
H  -0.61  2.13  0.53
H  -1.52  1.43  -0.46
O  -1.10  -1.23  -1.48
H  -1.35  -0.44  -1.96
H  -1.84  -1.82  -1.59
O  1.65  -0.31  -0.80
H  2.09  0.53  -0.70
H  2.34  -0.92  -1.03

Calculated values
Spin multiplicity: 1
LUMO: -3.8 eV
Kohn-Sham gap: 10.92 eV
Charge: +1
HOMO level: -14.69 eV

---

Entry 18:
Formula: H11O5S
Source: the Open Molecules 2025 dataset
Level of theory: the ωB97M-V functional and the def2-TZVPD basis

CARTESIAN COORDINATES (ANGSTROEM)
S  0.17  -0.69  0.03
H  0.57  -1.92  0.45
H  -2.59  -0.47  -2.54
H  -2.83  0.39  -1.40
O  -3.27  0.17  -2.15
H  0.43  -1.00  3.41
H  1.36  -0.50  2.25
O  1.33  -0.58  3.23
H  -3.69  -0.89  0.84
H  -2.29  -0.76  1.42
O  -3.23  -0.63  1.71
H  3.24  0.72  0.61
H  1.67  0.84  0.12
O  2.64  1.18  0.05
H  1.74  1.76  -3.23
H  2.53  1.38  -1.97
O  2.23  1.03  -2.81

Calculated values
Spin multiplicity: 1
LUMO: 3.6 eV
Kohn-Sham gap: 7.78 eV
Charge: -1
HOMO level: -4.14 eV

---

Entry 19:
Formula: H11O5S
Source: the Open Molecules 2025 dataset
Level of theory: the ωB97M-V functional and the def2-TZVPD basis

CARTESIAN COORDINATES (ANGSTROEM)
S  1.07  2.00  -0.40
H  2.33  1.53  -0.27
H  1.59  -2.12  0.59
H  1.12  -1.27  1.73
O  1.55  -2.12  1.55
H  -0.42  0.55  1.14
H  -1.37  0.23  2.18
O  -0.47  -0.02  1.94
H  -0.33  0.43  -1.20
H  -1.34  0.24  -2.25
O  -1.23  0.05  -1.31
H  -2.50  0.13  0.18
H  -2.98  1.52  0.37
O  -3.15  0.63  0.70
H  1.90  -0.36  -0.94
H  2.24  -0.41  -2.36
O  2.00  -1.02  -1.65

Calculated values
Spin multiplicity: 1
LUMO: 3.6 eV
Kohn-Sham gap: 7.67 eV
Charge: -1
HOMO level: -4.12 eV

---

Entry 20:
Formula: H11O6
Source: the Open Molecules 2025 dataset
Level of theory: the ωB97M-V functional and the def2-TZVPD basis

CARTESIAN COORDINATES (ANGSTROEM)
O  1.60  0.50  -1.44
H  1.77  -0.46  -1.42
O  0.41  0.48  -3.64
H  1.05  0.52  -2.78
H  0.79  0.99  -4.36
O  1.50  1.45  1.05
H  2.08  2.19  0.86
H  1.69  0.93  0.23
O  -1.23  0.28  -1.24
H  -1.16  0.12  -2.21
H  -0.31  0.39  -0.91
O  0.54  -2.29  2.77
H  0.24  -1.37  2.64
H  -0.27  -2.71  2.41
O  -2.66  -0.66  2.68
H  -2.89  -0.07  3.41
H  -3.14  -0.28  1.95

Calculated values
Spin multiplicity: 1
LUMO: 3.2 eV
Kohn-Sham gap: 8.07 eV
Charge: -1
HOMO level: -4.90 eV

---

Energy above the lowest of the compared OMol25 structures with the same formula, charge and spin (computed, kcal/mol): 0.0, 53.4, 53.6, 17.0, 27.6, 31.5, 57.6, 26.1, 23.5, 21.3, 22.1, 29.2, 10.0, 4.9, 22.6, 9.1, 157.0, 32.8, 19.3, 27.1
Max |F| (computed, eV/A): 1.97, 7.77, 7.05, 1.33, 0.29, 2.27, 9.43, 3.82, 0.24, 0.44, 1.11, 1.27, 2.78, 3.42, 1.52, 0.89, 9.34, 4.91, 1.09, 1.34